Model w:
{
  "formula": "C3H11NO2",
  "method": "ωB97M-V/def2-TZVPD",
  "total_charge": 1,
  "gap_ev": [10.93, 7.07],
  "multiplicity": 2,
  "s_squared": 0.77,
  "lumo_ha": [-0.1570, -0.2989],
  "symbols": ["C", "C", "C", "N", "H", "H", "H", "H", "H", "H", "H", "H", "H", "O", "H", "H", "O"],
  "coordinates": [[0.33, -1.23, 1.27], [0.63, -0.80, -0.20], [1.87, -1.00, -0.75], [-0.51, -0.45, -1.06], [1.24, -1.66, 1.79], [-0.36, -2.16, 1.23], [-0.02, -0.33, 1.81], [2.09, -0.90, -1.81], [2.61, -1.50, -0.05], [-1.42, -0.58, -0.61], [-0.48, -0.71, -2.04], [-2.36, 1.51, 1.47], [-1.32, 1.36, 0.51], [-2.22, 0.86, 0.77], [-0.19, 2.70, -1.54], [0.34, 2.07, -0.23], [-0.22, 2.82, -0.58]]
}

Model x:
{
  "formula": "C3H11NO2",
  "method": "ωB97M-V/def2-TZVPD",
  "total_charge": 1,
  "gap_ev": [7.21, 3.80],
  "multiplicity": 2,
  "s_squared": 0.77,
  "lumo_ha": [-0.2073, -0.3322],
  "symbols": ["N", "C", "C", "C", "H", "H", "H", "H", "H", "H", "H", "H", "H", "O", "H", "H", "O"],
  "coordinates": [[-1.53, 3.34, 3.02], [-0.33, 2.99, 2.38], [-0.25, 0.69, 3.43], [-0.10, 1.53, 2.29], [-1.37, 3.05, 3.91], [-2.15, 2.68, 2.50], [0.33, 3.51, 3.11], [-0.08, 3.58, 1.43], [-0.11, -0.39, 3.09], [-0.74, 0.86, 4.49], [-0.34, 1.07, 1.35], [-2.60, -5.05, -5.02], [-1.03, -4.94, -5.44], [-1.68, -4.83, -4.66], [3.64, -3.24, -4.78], [4.60, -2.16, -5.51], [3.73, -2.68, -5.58]]
}

Out of the structures above, which one is the most stable? Solution: model w.